[1]
Formula: C2H4N2O
Source: the OMol25 dataset
Level of theory: the ωB97M-V functional and the def2-TZVPD basis

Positions of all 9 atoms, in Å:
C: 0.383 -0.152 -1.690
N: 0.456 0.294 -0.517
C: -0.437 0.721 0.343
N: -0.404 -0.630 1.519
O: -0.927 1.755 0.555
H: 1.379 -0.562 -2.111
H: -0.597 -0.252 -2.226
H: 0.618 -0.925 1.603
H: -0.472 -0.250 2.525

Kohn-Sham gap: 9.880 eV
Molar mass: 72.067 g/mol
Energy above the lowest of the compared OMol25 structures with the same formula, charge and spin: 210.9 kJ/mol
Structure (SMILES): C=NC(N)=O

***

[2]
Formula: C2H4N2O
Source: the OMol25 dataset
Level of theory: the ωB97M-V functional and the def2-TZVPD basis

Positions of all 9 atoms, in Å:
N: 2.579 -0.077 0.330
C: 1.515 -0.079 -0.047
C: 0.084 -0.087 -0.407
N: -0.719 0.849 0.346
O: -0.509 -1.392 -0.095
H: -0.001 -0.004 -1.464
H: -0.883 1.680 -0.090
H: -1.551 0.380 0.474
H: -0.516 -1.269 0.954

Kohn-Sham gap: 11.563 eV
Molar mass: 72.067 g/mol
Energy above the lowest of the compared OMol25 structures with the same formula, charge and spin: 129.8 kJ/mol
Structure (SMILES): N#C[C@H](N)O

***

[3]
Formula: C2H4N2O
Source: the OMol25 dataset
Level of theory: the ωB97M-V functional and the def2-TZVPD basis

Positions of all 9 atoms, in Å:
C: -2.322 0.019 0.021
C: 2.329 -0.017 0.049
N: -1.163 0.500 -0.087
N: 1.381 0.697 -0.270
O: -0.140 -0.261 -0.228
H: -3.135 0.715 0.131
H: -2.539 -1.049 0.007
H: 3.301 0.453 0.026
H: 2.289 -1.057 0.351

Kohn-Sham gap (spin up / spin down): 9.427 / 9.431 eV
Molar mass: 72.067 g/mol
Energy above the lowest of the compared OMol25 structures with the same formula, charge and spin: 495.8 kJ/mol

***

[4]
Formula: C2H4N2O
Source: the OMol25 dataset
Level of theory: the ωB97M-V functional and the def2-TZVPD basis

Positions of all 9 atoms, in Å:
C: -1.504 -0.162 -0.110
C: -0.114 -0.063 -0.333
N: -2.605 -0.318 0.161
N: 0.632 -0.926 0.394
O: 0.332 1.548 0.294
H: 0.029 -0.038 -1.513
H: 1.607 -1.065 0.019
H: 0.540 -0.704 1.335
H: 1.082 1.730 -0.246

Kohn-Sham gap: 10.745 eV
Molar mass: 72.067 g/mol
Energy above the lowest of the compared OMol25 structures with the same formula, charge and spin: 200.1 kJ/mol

***

[5]
Formula: C2H4N2O2
Source: the OMol25 dataset
Level of theory: the ωB97M-V functional and the def2-TZVPD basis

Positions of all 10 atoms, in Å:
N: 1.907 0.296 0.023
C: 0.858 -0.572 0.218
O: 1.021 -1.716 0.593
N: -0.368 -0.129 -0.292
C: -1.486 0.258 0.141
O: -2.539 0.230 -0.693
H: 2.816 -0.088 0.242
H: 1.784 1.291 0.131
H: -1.794 0.665 1.118
H: -2.196 -0.234 -1.481

Kohn-Sham gap: 10.740 eV
Molar mass: 88.066 g/mol
Energy above the lowest of the compared OMol25 structures with the same formula, charge and spin: 110.1 kJ/mol
Structure (SMILES): NC(=O)/N=C/O

***

[6]
Formula: C2H4N2O2
Source: the OMol25 dataset
Level of theory: the ωB97M-V functional and the def2-TZVPD basis

Positions of all 10 atoms, in Å:
N: 0.835 0.201 -1.142
N: 0.003 0.073 0.028
C: -1.000 -0.834 -0.121
O: -1.159 -1.391 -1.192
C: 0.123 0.933 1.127
O: 1.048 1.765 1.355
H: 0.556 -0.504 -1.875
H: 1.894 0.100 -0.889
H: -1.619 -1.022 0.799
H: -0.680 0.679 1.910

Kohn-Sham gap: 10.289 eV
Molar mass: 88.066 g/mol
Energy above the lowest of the compared OMol25 structures with the same formula, charge and spin: 246.3 kJ/mol
Structure (SMILES): NN(C=O)C=O